# C49H69ClF30IN4O15S

8 unconnected molecules or ions with the total composition C49H69ClF30IN4O15S (ωB97M-V with the def2-TZVPD basis set, OMol25).

## Properties
Max |F| = 1.0 eV Å⁻¹
Net charge = +1
HOMO level = -11.87 eV
Molecular weight = 1718.5 u
E_LUMO = -0.097 hartree
Total energy = -201580.34148 eV

Last column: Löwdin charge in e.
Cartesian coordinates (Å):
C (4.39725, -3.34785, 2.77001)  0.0321
C (3.40914, -3.16363, 1.88267)  -0.1427
C (2.39879, -2.05594, 2.13624)  -0.1669
N (1.05160, -2.26171, 1.60553)  0.0676
C (-0.11496, -2.09391, 2.24982)  -0.2964
N (-0.44422, -1.39832, 3.32462)  -0.3677
Cl (0.71616, -0.56809, 4.24026)  0.8761
C (-1.83625, -1.23609, 3.81754)  -0.1797
C (-2.46787, -0.00726, 3.18906)  -0.1569
C (-3.60861, 0.53613, 3.61502)  0.0406
N (-1.16811, -2.67778, 1.52014)  -0.0361
C (-1.71776, -3.92457, 2.04669)  -0.6692
I (-3.86126, -3.92798, 1.61926)  0.9041
C (-1.14295, -5.23926, 1.52496)  -0.2927
C (0.34744, -5.47175, 1.87669)  -0.0648
C (-0.72990, -2.63157, 0.11793)  -0.1443
C (-1.74073, -1.89858, -0.79022)  -0.1799
O (-2.32587, -2.88635, -1.60772)  -0.1926
C (-3.38971, -2.37974, -2.39554)  -0.2349
C (-2.88473, -1.67787, -3.67575)  -0.0480
C (0.68637, -1.94613, 0.15260)  -0.3178
C (1.63728, -2.66872, -0.80507)  -0.0880
C (1.12934, -2.71647, -2.25199)  -0.0390
C (1.87415, -3.76628, -3.09602)  -0.4357
F (3.09720, -4.02773, -2.52644)  0.1039
F (2.13523, -3.32101, -4.33532)  0.1325
C (1.16174, -5.16026, -3.12653)  -0.4505
F (0.70032, -5.40848, -1.90077)  0.1296
F (2.05373, -6.09399, -3.39900)  0.1425
S (-0.24492, -5.37524, -4.38844)  0.7955
F (0.83219, -5.30379, -5.55257)  -0.1145
F (-0.45998, -3.79137, -4.45928)  -0.1385
F (-1.34645, -5.44413, -3.23844)  -0.1348
F (-0.08169, -6.95479, -4.30501)  -0.1184
F (-1.37875, -5.55341, -5.46729)  -0.0992
N (0.61337, -0.50386, 0.06991)  0.0489
C (1.38251, 0.25602, -0.92651)  -0.2359
C (1.24043, 1.75619, -0.61398)  -0.0617
H (5.36865, -3.75027, 2.47999)  0.0621
H (4.25161, -3.04504, 3.80906)  0.0688
H (3.34747, -3.79336, 0.99603)  0.0927
H (2.82728, -1.13502, 1.70305)  0.1332
H (2.38495, -1.89889, 3.21959)  0.0557
H (-1.76012, -1.09868, 4.90491)  0.1140
H (-2.41509, -2.14194, 3.63128)  0.0734
H (-1.92592, 0.45128, 2.35743)  0.0995
H (-4.06069, 1.34215, 3.03558)  0.0697
H (-4.08838, 0.21605, 4.53969)  0.0774
H (-1.67637, -3.91708, 3.14136)  0.0864
H (-1.74332, -6.04053, 1.97724)  0.0996
H (-1.29614, -5.34793, 0.44179)  0.0989
H (0.64682, -4.90768, 2.76695)  0.0763
H (0.50387, -6.54374, 2.05421)  0.0867
H (0.98722, -5.21115, 1.02594)  0.0535
H (-0.65316, -3.61228, -0.36158)  0.1350
H (-1.23689, -1.12778, -1.40208)  0.1174
H (-2.52001, -1.39890, -0.18823)  0.1252
H (-4.04086, -3.22250, -2.66025)  0.1266
H (-4.00792, -1.68788, -1.80358)  0.1163
H (-3.17784, -2.21978, -4.58121)  0.0799
H (-3.25687, -0.64804, -3.73971)  0.0606
H (-1.78747, -1.61364, -3.62743)  0.0652
H (2.65068, -2.25355, -0.73403)  0.1265
H (1.71277, -3.69452, -0.42097)  0.1015
H (0.06749, -2.98543, -2.29251)  0.1025
H (1.27004, -1.76894, -2.78604)  0.1320
H (-0.34510, -0.17684, 0.08375)  0.1073
H (2.44072, -0.01904, -0.89385)  0.1192
H (0.96041, 0.10419, -1.93281)  0.0996
H (0.20493, 2.08764, -0.82576)  0.0562
H (1.94419, 2.34931, -1.20349)  0.0853
H (1.40402, 1.91851, 0.45984)  0.0660
C (-0.68038, 5.42046, -4.59525)  -0.0561
C (-2.12536, 4.97844, -4.60667)  -0.1704
O (-2.27152, 3.68504, -3.97019)  0.0389
C (-2.33221, 3.67630, -2.65246)  -0.4088
O (-2.31264, 4.60349, -1.89978)  0.1790
C (-2.47179, 2.21498, -2.17424)  -0.5382
F (-1.59163, 1.41944, -2.79736)  0.1522
F (-3.70153, 1.74209, -2.41590)  0.1554
F (-2.25068, 2.11179, -0.86179)  0.1487
H (-0.05508, 4.65833, -5.04611)  0.0602
H (-0.57056, 6.35311, -5.14728)  0.0918
H (-0.32565, 5.58089, -3.57651)  0.0859
H (-2.47739, 4.83245, -5.62542)  0.1286
H (-2.78526, 5.69725, -4.12238)  0.1283
C (6.90105, 3.79578, 1.43778)  -0.0542
C (6.87331, 2.41671, 2.05534)  -0.1790
O (5.80256, 2.29580, 3.02652)  0.0442
C (4.59676, 2.07307, 2.54873)  -0.4076
O (4.26338, 1.94436, 1.40562)  0.1591
C (3.59905, 1.94247, 3.71668)  -0.5393
F (3.76629, 2.90176, 4.62968)  0.1756
F (3.74313, 0.75635, 4.33376)  0.1406
F (2.33728, 2.00253, 3.28063)  0.1219
H (6.97740, 4.55894, 2.21239)  0.0875
H (7.75986, 3.88471, 0.77387)  0.0878
H (5.99730, 3.98962, 0.86086)  0.0787
H (7.78180, 2.22215, 2.61962)  0.1285
H (6.76588, 1.63527, 1.30392)  0.1258
C (-6.74250, 2.18244, -1.90057)  -0.0621
C (-7.85406, 2.14862, -0.87513)  -0.1915
O (-9.15040, 2.23883, -1.49899)  0.0351
C (-9.61953, 1.11106, -2.01657)  -0.3973
O (-9.08352, 0.04170, -2.01747)  0.1663
C (-11.02403, 1.35540, -2.61002)  -0.5520
F (-11.04979, 2.47060, -3.34520)  0.1702
F (-11.91429, 1.48373, -1.61857)  0.1709
F (-11.38705, 0.33381, -3.37650)  0.1774
H (-6.82536, 3.07723, -2.51893)  0.0894
H (-5.77786, 2.18959, -1.39998)  0.0614
H (-6.78743, 1.31468, -2.55829)  0.0804
H (-7.79734, 3.00890, -0.21173)  0.1269
H (-7.80924, 1.24756, -0.26366)  0.1250
C (-0.18956, 0.80742, 8.26169)  -0.0592
C (-0.38040, -0.57389, 8.84654)  -0.1940
O (-1.57286, -0.63805, 9.65198)  0.0433
C (-2.70125, -0.78154, 8.97122)  -0.3924
O (-2.81556, -0.86666, 7.78047)  0.1440
C (-3.89696, -0.87201, 9.94410)  -0.5534
F (-3.82351, 0.07129, 10.88368)  0.1779
F (-3.89419, -2.06918, 10.54156)  0.1741
F (-5.03951, -0.72918, 9.28279)  0.1780
H (-0.15948, 1.56340, 9.04606)  0.0885
H (0.74672, 0.84838, 7.70349)  0.0755
H (-1.00769, 1.05978, 7.58685)  0.0737
H (0.43976, -0.83480, 9.51142)  0.1291
H (-0.43776, -1.33598, 8.06916)  0.1178
C (-0.47001, 3.67712, 3.98197)  -0.0625
C (0.25640, 4.83799, 4.62483)  -0.1910
O (-0.21238, 6.10905, 4.13218)  0.0371
C (-1.34703, 6.54147, 4.67438)  -0.3940
O (-2.00637, 5.98153, 5.49942)  0.1709
C (-1.70016, 7.93666, 4.11771)  -0.5516
F (-1.56229, 7.97743, 2.78831)  0.1684
F (-0.88286, 8.85167, 4.65387)  0.1713
F (-2.95196, 8.25240, 4.42468)  0.1794
H (-0.38515, 3.71589, 2.89474)  0.0839
H (-0.04024, 2.73941, 4.33557)  0.0562
H (-1.52984, 3.69069, 4.23482)  0.0766
H (1.31802, 4.81125, 4.38670)  0.1194
H (0.15380, 4.81729, 5.70945)  0.1278
C (3.08880, 8.22678, -10.20376)  -0.0574
C (1.67426, 7.76421, -9.93891)  -0.1867
O (1.65582, 6.49379, -9.24529)  0.0356
C (1.85693, 6.53867, -7.93997)  -0.4063
O (2.04645, 7.50343, -7.25913)  0.1699
C (1.76848, 5.11304, -7.35527)  -0.5441
F (2.45408, 4.22929, -8.08424)  0.1737
F (0.48193, 4.71997, -7.33046)  0.1482
F (2.24508, 5.08440, -6.11392)  0.1671
H (3.64226, 7.46476, -10.75310)  0.0852
H (3.07385, 9.14209, -10.79421)  0.0857
H (3.61951, 8.42498, -9.27326)  0.0788
H (1.14283, 7.58045, -10.86962)  0.1263
H (1.10917, 8.49667, -9.36359)  0.1262
C (5.84928, -8.61068, -2.79535)  -0.0534
C (5.60499, -7.26792, -2.14490)  -0.1902
O (5.46448, -7.39301, -0.71031)  0.0298
C (6.59909, -7.48741, -0.03257)  -0.4043
O (7.70931, -7.46803, -0.47287)  0.1776
C (6.30045, -7.58260, 1.47826)  -0.5459
F (5.32488, -8.45806, 1.73782)  0.1694
F (5.90871, -6.37986, 1.93891)  0.1457
F (7.38593, -7.94900, 2.14494)  0.1826
H (5.05586, -9.31118, -2.53278)  0.0856
H (5.87254, -8.49847, -3.87888)  0.0859
H (6.79749, -9.03864, -2.47252)  0.0808
H (4.66634, -6.83809, -2.47994)  0.1096
H (6.40203, -6.55923, -2.36834)  0.1273

Atomic forces in eV per Å
C -0.37 0.15 -0.33
C 0.04 -0.30 0.51
C 0.50 0.07 0.08
N -0.23 0.36 0.55
C -0.17 -0.78 -0.46
N 0.19 -0.67 0.34
Cl -0.20 0.19 0.04
C 0.01 0.62 0.39
C -0.31 0.17 0.06
C 0.56 -0.08 -0.18
N 0.76 0.36 0.09
C -0.63 -0.15 -0.13
I 0.12 0.04 0.12
C 0.24 -0.36 0.02
C -0.36 -0.19 -0.33
C -0.14 0.64 -0.80
C -0.08 -0.03 0.04
O 0.00 -0.02 0.27
C -0.51 0.22 -0.70
C 0.08 0.20 0.30
C -0.47 -0.37 0.27
C 0.15 -0.07 0.30
C 0.12 -0.13 -0.43
C 0.20 0.19 0.65
F -0.20 0.01 -0.07
F -0.12 -0.05 -0.03
C 0.16 0.25 -0.40
F -0.33 0.00 0.54
F 0.48 -0.40 -0.33
S -0.34 -0.22 -0.02
F -0.23 0.02 0.19
F 0.05 -0.19 -0.10
F 0.17 0.08 -0.23
F -0.05 0.34 -0.04
F 0.24 0.04 0.23
N 0.40 -0.33 -0.30
C -0.49 0.71 0.00
C -0.49 -0.31 0.29
H -0.56 -0.66 0.29
H 0.43 0.57 -0.33
H 0.39 0.70 -0.27
H -0.29 -0.13 0.04
H -0.14 -0.07 -0.41
H -0.05 -0.20 -0.24
H 0.12 0.21 -0.11
H -0.24 -0.34 -0.03
H 0.15 -0.09 0.40
H -0.11 -0.09 -0.34
H 0.13 0.08 -0.30
H 0.07 0.31 -0.06
H -0.08 0.11 0.29
H 0.09 -0.17 -0.15
H 0.03 0.33 0.09
H 0.02 0.16 0.32
H 0.16 -0.07 0.56
H -0.16 -0.23 0.03
H 0.22 -0.07 -0.04
H 0.34 0.07 0.19
H 0.18 -0.14 0.06
H 0.17 0.13 0.20
H 0.02 -0.28 -0.09
H -0.27 -0.07 -0.19
H -0.27 0.00 -0.17
H -0.05 0.24 -0.14
H 0.14 0.27 0.03
H -0.10 -0.19 0.23
H 0.12 0.07 0.07
H -0.23 -0.12 -0.03
H 0.43 -0.11 0.05
H 0.57 -0.10 0.00
H -0.15 -0.06 0.12
H 0.22 0.06 -0.30
C -0.02 -0.10 0.40
C 0.02 0.41 -0.27
O -0.07 -0.11 0.13
C -0.06 0.11 -0.19
O 0.02 -0.08 0.04
C 0.00 -0.12 0.02
F 0.04 -0.10 0.02
F 0.14 0.03 -0.08
F -0.02 0.04 0.07
H 0.02 -0.01 -0.09
H 0.01 -0.02 -0.03
H -0.08 0.10 0.00
H -0.01 -0.17 0.04
H 0.04 -0.08 0.14
C -0.22 0.08 0.09
C 0.36 0.04 -0.24
O -0.14 -0.05 0.02
C 0.19 -0.03 -0.09
O -0.05 -0.06 0.05
C -0.30 0.14 0.30
F 0.01 -0.07 -0.11
F 0.12 -0.09 -0.04
F 0.12 0.07 -0.12
H 0.08 -0.02 0.00
H 0.01 -0.02 0.01
H 0.03 -0.05 -0.05
H -0.09 0.00 0.12
H -0.15 0.01 0.02
C -0.22 0.00 -0.18
C 0.31 0.03 0.19
O -0.10 -0.09 -0.03
C 0.14 0.03 0.10
O -0.07 0.06 -0.03
C -0.02 -0.03 -0.07
F -0.01 -0.02 0.00
F 0.01 0.01 0.00
F 0.01 0.03 0.04
H 0.05 0.03 0.06
H -0.01 0.02 0.06
H 0.02 -0.04 0.06
H -0.13 0.05 -0.07
H -0.08 -0.06 -0.09
C -0.17 0.11 -0.04
C 0.42 0.00 -0.16
O -0.23 -0.07 -0.11
C 0.20 0.00 0.01
O -0.04 -0.01 0.04
C -0.06 0.05 0.00
F -0.01 -0.02 -0.02
F 0.00 0.01 0.00
F 0.03 -0.02 0.01
H 0.07 -0.05 0.03
H 0.02 -0.01 0.03
H 0.03 -0.03 -0.04
H -0.13 0.02 0.14
H -0.08 0.02 -0.01
C -0.22 0.09 -0.10
C 0.23 -0.29 0.12
O -0.15 0.06 0.05
C 0.13 -0.14 0.03
O 0.01 0.06 -0.07
C -0.04 0.04 -0.05
F -0.01 0.00 0.05
F -0.01 -0.01 -0.02
F 0.05 0.00 -0.01
H 0.10 -0.01 0.01
H 0.00 -0.01 -0.01
H 0.02 -0.02 0.07
H -0.03 0.13 -0.08
H -0.09 0.05 -0.01
C 0.12 -0.16 0.13
C -0.02 0.33 -0.24
O -0.02 -0.06 0.14
C 0.01 0.13 -0.14
O -0.04 -0.08 0.01
C 0.10 -0.09 -0.12
F -0.04 0.05 0.02
F 0.09 -0.03 -0.06
F -0.08 0.00 0.01
H -0.04 0.03 -0.06
H -0.02 0.00 -0.01
H -0.05 0.06 0.00
H 0.00 -0.13 0.04
H 0.05 -0.07 0.11
C 0.03 -0.13 0.19
C 0.01 0.03 -0.39
O 0.04 0.04 0.11
C -0.01 0.04 -0.16
O -0.04 0.00 0.09
C 0.06 -0.13 0.11
F 0.01 0.05 -0.03
F -0.03 0.04 -0.02
F -0.04 0.04 -0.01
H -0.04 0.04 -0.06
H -0.01 0.02 0.00
H 0.03 0.06 -0.04
H -0.13 0.02 0.09
H 0.06 -0.05 0.11